This record from OMol25 describes a 4-piece molecular cluster, C35H69BCl2N6O6 overall at a distorted geometry. The level of theory is ωB97M-V with the def2-TZVPD basis set.

Each line ends with the Löwdin charge.
Element x y z (Å)
C1 5.36732 -4.52691 2.64377  0.05
C2 5.94051 -3.92532 1.61809  -0.11
C3 6.52022 -3.17095 0.32916  -0.20
C4 5.51870 -3.11335 -0.93781  -0.19
C5 3.94850 -3.17476 -0.57468  -0.09
C6 3.33068 -1.76538 -0.03333  -0.23
O1 4.45245 -0.78296 0.03412  -0.03
C7 4.15804 0.28333 -0.90742  -0.18
N1 4.17652 1.25068 -1.64945  0.17
O2 2.34327 -1.17790 -0.91224  -0.08
C8 0.98170 -1.41271 -0.45739  -0.35
O3 0.78142 -2.77182 0.07158  0.01
C9 0.62375 -0.24788 0.60232  -0.07
C10 0.77739 -0.71712 2.15924  -0.08
C11 1.24665 -0.95826 3.37689  0.07
C12 0.06349 -1.36479 -1.82959  -0.30
N2 -0.32171 0.02347 -2.23900  0.12
O4 -1.01714 -2.33040 -1.82887  -0.13
C13 -2.15545 -1.90408 -1.03956  -0.26
C14 -3.24517 -1.26112 -2.08285  -0.19
N3 -3.86194 0.01542 -1.59603  -0.03
C15 -2.86575 -3.27887 -0.49066  -0.52
Cl1 -2.36123 -4.86953 -1.31269  0.58
C16 -3.85475 -3.22336 0.55249  -0.61
C17 -4.35089 -1.85048 1.27315  -0.11
Cl2 -4.67123 -4.76775 1.11356  0.54
B1 1.10742 -1.89156 -3.01505  -0.41
O5 1.40113 -3.30556 -3.19870  0.08
O6 1.72609 -0.96097 -3.93556  0.10
H1 4.96331 -5.33685 3.36941  0.05
H2 6.82768 -2.07358 0.58740  0.12
H3 7.51676 -3.70222 0.05523  0.11
H4 5.74546 -4.06525 -1.57766  0.12
H5 5.77973 -2.21967 -1.63792  0.13
H6 3.65735 -4.07574 0.10812  0.13
H7 3.39101 -3.38342 -1.58144  0.12
H8 2.99403 -1.91686 1.05420  0.16
H9 -0.08152 -2.79616 0.57515  0.12
H10 -0.43609 0.18726 0.52045  0.10
H11 1.35299 0.63768 0.37943  0.13
H12 1.83069 -1.01280 4.37785  0.06
H13 0.57571 0.56682 -2.20697  0.10
H14 -0.92842 0.49974 -1.55057  0.06
H15 -1.91375 -1.21908 -0.14884  0.14
H16 -4.05734 -2.03302 -2.35453  0.13
H17 -2.68233 -1.01807 -3.06525  0.12
H18 -4.20673 0.57594 -2.39169  0.08
H19 -3.23802 0.55298 -0.97431  0.06
H20 -3.45824 -1.26410 1.74275  0.09
H21 -5.19516 -2.04576 2.05216  0.08
H22 -4.82641 -1.13204 0.49031  0.07
H23 0.78899 -3.72040 -3.85282  0.12
H24 1.93890 -1.41001 -4.79240  0.12
C18 -4.68928 -4.58884 7.54906  -0.09
C19 -3.89115 -4.36911 6.26884  -0.27
N4 -2.44449 -4.41749 6.46421  -0.19
C20 -1.68859 -3.91489 5.31736  -0.25
C21 -1.79834 -4.68806 4.00517  -0.09
C22 -1.91486 -5.63236 7.07732  -0.25
C23 -2.20543 -6.96199 6.38644  -0.09
H25 -4.38043 -3.88994 8.33168  0.08
H26 -5.75344 -4.42511 7.35542  0.07
H27 -4.58073 -5.60831 7.92867  0.06
H28 -4.16347 -3.37742 5.89053  0.12
H29 -4.22303 -5.09353 5.51486  0.10
H30 -0.63034 -3.83061 5.58970  0.11
H31 -2.00908 -2.88247 5.12781  0.11
H32 -1.23797 -5.62315 4.03970  0.06
H33 -1.36750 -4.09141 3.19415  0.06
H34 -2.83317 -4.90610 3.73366  0.05
H35 -2.29835 -5.69253 8.10225  0.10
H36 -0.83010 -5.53216 7.20626  0.11
H37 -3.25139 -7.05915 6.08526  0.07
H38 -1.99089 -7.78637 7.07435  0.07
H39 -1.57497 -7.11081 5.50897  0.05
C24 1.21601 5.75852 2.95098  -0.09
C25 1.54874 4.73419 1.87201  -0.27
N5 0.68586 4.81946 0.69652  -0.19
C26 0.80327 3.66435 -0.19249  -0.25
C27 2.14930 3.43342 -0.87536  -0.10
C28 0.62745 6.11715 0.02926  -0.25
C29 1.93785 6.71832 -0.47169  -0.08
H40 0.16236 5.70067 3.23880  0.08
H41 1.81768 5.56536 3.84393  0.07
H42 1.43376 6.77955 2.62651  0.06
H43 1.43017 3.74394 2.32617  0.12
H44 2.60831 4.83111 1.60518  0.10
H45 0.02234 3.71638 -0.96034  0.10
H46 0.56147 2.76437 0.38823  0.09
H47 2.31917 4.14720 -1.68247  0.05
H48 2.16150 2.43719 -1.32704  0.02
H49 2.98699 3.48344 -0.17729  0.07
H50 0.16729 6.83470 0.71809  0.10
H51 -0.07892 6.06447 -0.80863  0.11
H52 2.73851 6.65721 0.26948  0.07
H53 1.79039 7.77915 -0.69917  0.07
H54 2.27816 6.24238 -1.39221  0.04
C30 0.20579 2.13253 -5.89650  -0.09
C31 -0.60978 3.35082 -6.30726  -0.27
N6 -1.23935 4.03978 -5.18359  -0.19
C32 -2.24925 5.01386 -5.59661  -0.25
C33 -1.77883 6.21859 -6.40869  -0.09
C34 -0.34923 4.47723 -4.11115  -0.25
C35 0.79920 5.41194 -4.47838  -0.07
H55 -0.39447 1.43734 -5.30236  0.07
H56 0.55079 1.59937 -6.78738  0.07
H57 1.09214 2.40944 -5.31947  0.07
H58 -1.39253 2.99715 -6.98766  0.12
H59 0.03014 4.02472 -6.89022  0.10
H60 -2.78868 5.37317 -4.71282  0.11
H61 -3.00715 4.48438 -6.18782  0.11
H62 -1.24972 6.94225 -5.78747  0.05
H63 -2.64768 6.73709 -6.82708  0.07
H64 -1.13664 5.93411 -7.24458  0.07
H65 0.07807 3.58568 -3.63742  0.09
H66 -0.94043 4.94323 -3.31281  0.11
H67 1.33783 5.08567 -5.37140  0.07
H68 1.52426 5.44067 -3.65827  0.05
H69 0.45626 6.43580 -4.63276  0.06

Force components x, y, z for each atom (eV/Å):
3.02 1.98 -5.52
-2.92 -2.54 4.27
0.36 0.36 0.94
0.04 -1.28 -0.33
-0.69 0.17 -1.48
1.03 -1.52 0.76
-2.47 3.20 -3.46
2.06 2.21 -0.91
-0.13 -5.57 4.10
-0.82 -2.24 1.71
-2.22 -0.53 0.36
0.15 2.02 0.20
0.17 0.06 1.78
3.68 -0.59 5.38
-1.78 1.79 -6.56
1.66 0.30 -0.60
0.71 -0.14 1.05
0.31 2.17 1.41
-2.09 -1.71 -1.10
0.75 0.54 -0.92
0.06 -0.63 0.10
-1.57 0.38 2.45
-0.83 2.39 1.27
1.84 0.16 -1.84
-0.25 0.03 -0.60
0.96 1.90 -0.68
1.23 -0.48 -1.77
-1.35 1.82 -0.49
-1.53 -2.01 0.92
0.98 2.16 -1.63
-0.71 -2.08 -0.06
-1.83 0.81 0.41
-0.56 1.64 1.16
-0.52 -1.48 1.52
0.76 1.93 -0.98
0.96 0.40 1.77
0.11 0.59 -1.78
1.37 0.17 -0.80
1.55 -0.87 -0.11
-1.27 -1.63 0.72
-1.72 -0.07 -2.30
-1.03 -0.53 -0.42
0.32 -0.50 -0.35
-0.28 -0.97 -1.33
1.23 1.18 0.71
-0.57 -0.74 1.61
0.56 -0.32 0.87
-0.47 -0.29 -0.88
-1.55 -1.28 -0.65
1.88 0.07 -1.30
0.96 -1.38 1.12
0.66 0.35 0.92
0.05 0.44 1.31
0.02 -0.08 0.06
0.07 -0.07 0.18
0.29 0.26 -0.08
-0.11 0.22 0.05
0.15 -0.04 -0.22
-0.17 0.04 0.32
0.10 -0.32 -0.05
0.04 -0.09 -0.08
0.11 -0.03 -0.02
0.00 0.09 0.01
0.28 -0.05 -0.10
-0.13 -0.04 -0.08
-0.11 -0.13 0.15
-0.12 -0.09 0.12
-0.11 0.00 -0.03
-0.04 -0.02 0.04
0.05 0.00 0.03
-0.09 0.08 -0.11
-0.13 0.20 -0.18
0.06 0.05 0.00
-0.02 0.07 -0.04
-0.14 0.00 -0.02
-0.01 0.10 -0.03
-0.11 0.16 -0.02
-0.31 -0.29 -0.14
0.01 0.03 0.13
-0.21 -0.10 -0.18
-0.14 0.18 0.26
0.14 0.21 -0.22
0.08 0.01 -0.10
-0.02 0.01 -0.11
-0.05 -0.06 0.04
-0.05 -0.04 -0.29
0.14 -0.01 0.07
0.00 0.21 0.07
0.01 0.16 0.18
0.08 -0.03 0.06
0.04 0.16 0.04
-0.04 -0.02 -0.06
0.07 -0.13 0.06
0.08 -0.27 0.10
-0.06 -0.04 -0.03
0.00 -0.08 0.03
0.09 -0.01 0.11
0.06 -0.03 0.11
0.07 -0.06 0.16
-0.40 0.11 0.09
-0.10 -0.21 -0.06
-0.11 0.29 -0.04
0.09 -0.34 0.09
0.21 0.24 0.11
0.07 0.10 0.03
-0.02 0.09 0.05
-0.06 -0.08 0.00
-0.11 0.25 0.13
0.07 0.02 -0.13
0.20 -0.09 0.06
0.17 -0.10 0.02
0.06 -0.05 -0.09
0.07 -0.05 0.02
-0.01 -0.01 0.07
-0.02 -0.04 -0.15
-0.16 -0.03 -0.25
-0.07 0.00 0.04
-0.05 -0.02 -0.06
0.06 -0.06 -0.10

- energy (Eh) = -3099.7894
- total charge = 0
- largest force on an atom (eV Å⁻¹) = 7.0
- molar mass (g mol⁻¹) = 751.69